Entry 1:
7
Properties=species:S:1:pos:R:3:forces:R:3 method="wB97M-V/def2-TZVPD" energy_ha=-1534.9211 gap_ev="8.26 / 9.01" e_homo_ev="-20.933 / -22.611" charge=+2 spin_multiplicity=5 lumo_ev="-12.7 / -13.6" largest_force_ev_per_a=2.22
O -1.141 0.161 0.303 -0.3 0.5 -1.8
C -0.484 1.037 -0.485 -0.5 -0.1 0.9
Co 1.331 0.180 0.297 0.5 -0.9 -0.3
H -2.106 0.068 0.194 -1.2 0.2 0.1
C -0.286 -1.186 -0.018 1.7 -1.0 1.1
H -0.455 -1.632 -1.005 -0.4 0.9 -0.2
H -0.697 -1.869 0.737 0.3 0.3 0.2

=====

Entry 2:
99
Properties=species:S:1:pos:R:3:forces:R:3 method="wB97M-V/def2-TZVPD" energy_ha=-2656.5749 gap_ev=4.44 e_homo_ev=-5.029 charge=-1 lumo_ev=-0.6 largest_force_ev_per_a=2.05
C 5.830 3.276 -0.128 -1.2 -0.5 0.3
C 4.262 3.412 -0.040 1.2 0.0 -0.4
C 3.799 4.037 -1.383 0.2 0.4 0.8
O 2.412 4.023 -1.617 0.0 -0.1 0.0
C 1.844 2.688 -1.532 1.0 -0.3 0.0
Nb 0.050 2.314 -2.879 -0.1 0.5 2.0
C -1.490 3.125 -1.421 -0.3 0.3 -0.5
C -0.917 3.797 -0.130 -1.6 -0.9 0.3
C -2.122 4.194 0.797 0.3 0.6 0.2
C -3.099 5.221 0.145 0.4 -0.4 -0.2
N -4.406 4.635 -0.221 0.0 0.5 0.3
C -0.100 0.210 -1.898 0.2 0.1 -0.3
O 1.274 -0.268 -1.689 0.1 0.2 -0.6
N 1.303 -1.424 -0.955 -0.2 0.5 1.2
O 1.502 -1.167 0.191 0.1 -0.7 -0.4
H 6.211 2.988 0.864 0.2 0.4 -0.4
H 6.287 4.200 -0.515 0.0 -0.4 0.2
H 6.021 2.416 -0.796 0.2 0.6 0.1
H 3.889 2.393 0.139 -0.2 0.4 -0.2
H 3.967 4.033 0.824 0.0 -0.1 -0.4
H 4.099 5.106 -1.346 -0.2 -0.4 -0.1
H 4.390 3.603 -2.221 -0.5 -0.2 0.3
H 1.648 2.461 -0.459 0.0 -0.1 -0.5
H 2.653 1.978 -1.840 -0.6 0.1 0.1
H 1.155 1.713 -4.196 -0.2 0.1 -0.7
H -1.351 1.894 -3.989 0.0 -0.3 -0.2
H 0.149 3.959 -3.674 0.1 0.1 -0.2
H -2.213 3.778 -1.957 0.4 -0.2 0.4
H -2.097 2.254 -1.078 0.3 0.3 -0.3
H -0.392 3.000 0.432 0.3 0.6 -0.3
H -0.265 4.661 -0.320 -0.1 -0.3 0.0
H -1.735 4.607 1.755 -0.1 -0.1 -0.4
H -2.709 3.299 1.088 0.5 0.3 -0.4
H -3.245 6.093 0.811 0.0 -0.3 -0.3
H -2.631 5.566 -0.796 -0.1 0.2 0.5
H -4.514 3.714 0.180 0.2 -0.1 -0.3
H -4.483 4.565 -1.224 0.0 -0.2 0.0
H -0.551 0.378 -0.899 0.0 -0.3 -0.4
H -0.660 -0.516 -2.515 0.1 0.2 0.5
C 2.194 -7.074 -0.199 0.1 -0.2 0.0
C 3.512 -7.172 -0.042 -0.2 -0.1 0.0
C 4.356 -5.969 0.141 0.2 0.1 0.0
O 5.559 -6.062 0.283 -0.1 -0.1 0.0
C 3.678 -4.654 0.143 -0.2 0.1 0.0
C 2.359 -4.553 -0.015 0.1 0.2 0.1
C 1.517 -5.757 -0.196 -0.1 0.1 0.0
O 0.314 -5.671 -0.337 0.0 -0.1 0.0
H 1.562 -7.942 -0.333 0.0 0.0 0.0
H 4.024 -8.126 -0.040 0.0 0.0 0.0
H 4.311 -3.786 0.278 0.0 0.0 0.0
H 1.848 -3.599 -0.016 0.0 0.0 0.0
C 2.589 7.343 -4.483 -0.1 0.0 0.1
C 1.418 7.052 -3.918 0.2 -0.1 0.1
C 0.141 7.459 -4.548 -0.2 -0.2 0.2
O -0.927 7.202 -4.037 0.0 0.2 0.0
C 0.216 8.199 -5.829 0.1 0.1 -0.2
C 1.387 8.489 -6.392 -0.2 0.0 0.0
C 2.664 8.082 -5.762 0.2 -0.1 0.0
O 3.732 8.347 -6.279 -0.1 0.0 0.0
H 3.532 7.054 -4.038 0.0 0.0 0.0
H 1.347 6.508 -2.983 0.0 -0.1 -0.1
H -0.727 8.488 -6.274 0.0 0.0 0.0
H 1.462 9.030 -7.327 0.1 0.0 0.0
C 2.094 -8.820 4.747 0.0 0.1 0.2
C 2.765 -8.310 5.779 -0.2 -0.1 -0.1
C 4.243 -8.237 5.772 0.1 0.1 0.2
O 4.855 -7.775 6.712 0.0 0.0 0.0
C 4.948 -8.749 4.575 0.0 -0.1 -0.2
C 4.276 -9.259 3.544 0.2 0.1 0.1
C 2.798 -9.333 3.550 -0.1 -0.1 -0.2
O 2.186 -9.796 2.610 0.1 0.0 0.1
H 1.013 -8.883 4.734 0.0 0.0 0.0
H 2.267 -7.930 6.662 0.0 0.0 0.0
H 6.028 -8.686 4.587 0.0 0.0 0.0
H 4.775 -9.638 2.661 0.0 0.0 0.0
C -5.307 -4.214 -0.678 -0.2 -0.2 0.1
C -5.638 -5.375 -0.116 -0.1 0.2 -0.1
C -4.608 -6.374 0.246 0.0 -0.2 0.1
O -4.912 -7.434 0.757 0.0 0.1 0.0
C -3.196 -6.034 -0.038 0.1 0.1 -0.1
C -2.863 -4.873 -0.600 0.1 -0.1 0.0
C -3.893 -3.874 -0.962 0.1 0.2 -0.1
O -3.595 -2.816 -1.472 -0.1 0.0 0.0
H -6.046 -3.471 -0.951 0.0 0.0 0.0
H -6.666 -5.641 0.100 0.0 0.0 0.0
H -2.456 -6.776 0.234 0.0 0.0 0.0
H -1.835 -4.610 -0.814 0.0 0.0 0.0
C -5.794 1.223 4.647 0.1 -0.2 -0.1
C -5.188 0.971 3.488 -0.1 -0.1 0.2
C -4.939 2.048 2.503 0.1 0.0 -0.2
O -4.388 1.814 1.447 -0.2 -0.1 0.2
C -5.385 3.416 2.856 -0.1 0.2 0.1
C -5.991 3.666 4.016 0.1 0.0 -0.2
C -6.241 2.590 5.000 -0.1 0.1 0.2
O -6.791 2.818 6.058 0.0 0.0 0.0
H -5.986 0.450 5.380 0.0 0.0 0.0
H -4.854 -0.021 3.214 0.0 0.0 0.0
H -5.195 4.193 2.124 0.0 0.0 0.0
H -6.325 4.658 4.291 0.0 0.0 0.0

=====

Entry 3:
39
Properties=species:S:1:pos:R:3:forces:R:3 method="wB97M-V/def2-TZVPD" energy_ha=-895.6984 gap_ev="2.61 / 9.02" e_homo_ev="-2.482 / -8.930" spin_multiplicity=2 lumo_ev="0.1 / 0.1" largest_force_ev_per_a=4.77
C 0.693 -0.257 -0.060 -0.8 2.1 -0.9
C 0.590 -0.350 1.446 0.1 -2.2 2.5
C -0.756 0.077 2.009 0.2 -0.1 0.5
C -1.790 -0.682 2.536 0.6 2.0 -1.0
N -2.861 0.162 2.852 0.5 0.0 -0.1
C -2.477 1.393 2.580 2.2 -1.7 -0.1
N -1.144 1.403 2.106 -1.6 -0.8 0.1
N 0.591 -1.514 -0.842 0.8 -0.9 3.1
H 1.550 0.389 -0.320 0.0 -1.0 -0.3
H -0.178 0.321 -0.496 0.8 -0.4 0.7
H 0.729 -1.455 1.869 -0.3 1.9 -1.2
H 1.421 0.178 1.992 -0.9 -0.2 -0.9
H -1.716 -1.749 2.650 -0.6 -0.1 0.2
H -3.011 2.281 2.806 -0.4 0.5 0.0
H -0.566 2.200 1.869 -0.2 -0.1 0.1
H -0.302 -1.935 -0.565 -0.5 0.2 -1.5
H 0.895 -1.319 -1.803 -0.5 0.1 -1.1
H 1.190 -2.264 -0.477 0.8 0.4 -0.2
H -3.772 -2.743 0.349 0.1 -0.7 -0.1
H -4.292 -1.414 0.296 -0.3 1.6 0.5
O -4.292 -2.188 -0.234 0.3 -1.0 -0.4
H 0.225 4.438 -1.920 -0.2 -1.7 0.6
H -0.859 3.306 -1.958 1.6 0.2 0.7
O 0.055 3.503 -1.588 -1.3 1.5 -1.2
H 2.418 4.025 0.608 0.1 0.5 -0.5
H 1.192 3.218 0.001 -0.2 0.4 -0.9
O 1.799 3.317 0.731 -0.1 -0.8 1.3
H 2.843 1.641 3.595 1.5 1.1 1.4
H 2.065 2.442 2.331 0.2 3.5 -1.6
O 2.287 1.753 2.873 -1.4 -4.6 0.4
H -2.478 -2.950 -1.831 -0.4 0.3 0.1
H -1.453 -4.052 -2.022 0.1 0.4 0.1
O -1.541 -3.127 -1.736 0.2 -0.7 0.0
H 2.313 -3.320 -3.316 0.2 -0.6 -0.5
H 3.360 -2.112 -3.522 -1.7 -0.9 1.0
O 2.550 -2.453 -2.992 1.5 1.0 -0.4
H 1.858 0.610 -2.930 0.0 0.0 0.0
H 1.585 -0.605 -3.874 -0.5 0.6 1.6
O 1.280 -0.168 -3.010 0.2 -0.1 -1.6